Density functional theory data (ωB97M-V/def2-TZVPD) for a structure of composition C8H15BrN3O at a distorted geometry.

```
! wB97M-V def2-TZVPD RIJCOSX def2/J DEFGRID3
* xyz 1 1
C -1.850 -0.917 0.489
C -0.426 1.018 0.257
C -3.153 -1.212 0.262
C -0.753 -1.860 0.789
C 1.121 2.830 -0.154
C -1.357 3.237 -0.062
C 1.540 -2.297 0.596
C 0.236 -1.808 -1.467
N 1.016 -0.224 0.089
N -0.259 2.259 -0.055
N 0.474 -1.527 -0.001
O -1.536 0.453 0.509
Br -4.525 0.081 0.047
H -3.607 -2.142 0.178
H -0.506 -1.875 1.824
H -1.055 -2.915 0.437
H 1.988 2.207 -0.438
H 1.074 3.635 -0.927
H 1.263 3.415 0.717
H -1.307 3.766 0.836
H -1.464 4.012 -0.868
H -2.316 2.506 -0.085
H 1.681 -1.918 1.734
H 1.220 -3.393 0.508
H 2.487 -1.899 0.173
H 1.116 -1.657 -2.015
H -0.176 -2.839 -1.644
H -0.435 -1.105 -1.952
*
```

Output
E_LUMO   -2.883 eV
Highest occupied orbital energy   -11.937 eV
Kohn-Sham gap   9.05 eV
Strongest force on any atom   7.30 eV/Å
Calculated total energy   -85086.7910 eV